<P>
This record from the Open Molecules 2025 dataset describes an isolated ion of composition C6H2NO2S2 and charge -1. The level of theory is ωB97M-V/def2-TZVPD.

Results
- E_HOMO (alpha / beta): -4.14 / -3.32 eV
- Gap between HOMO and LUMO (alpha / beta): 7.12 / 5.93 eV
- Charge: -1

```
13
C6H2NO2S2, DFT ωB97M-V/def2-TZVPD
C -0.100 -0.038 -0.202
C 0.508 -0.488 0.888
C -1.015 1.073 0.102
C -1.364 1.203 1.470
C -3.424 3.687 0.055
C -3.053 4.571 1.073
N -1.529 1.687 -0.893
O -3.691 5.181 0.040
O -2.672 4.896 2.132
S -0.396 0.028 2.309
S -2.401 2.981 -1.262
H 0.117 -0.307 -1.168
H 1.337 -1.217 0.927
```


<Q>
This record from the Open Molecules 2025 dataset describes an isolated ion of composition C6H2NO2S2 and charge -1. The level of theory is ωB97M-V/def2-TZVPD.

Results
- E_HOMO (alpha / beta): -4.01 / -4.02 eV
- Gap between HOMO and LUMO (alpha / beta): 7.12 / 7.12 eV
- Charge: -1

```
13
C6H2NO2S2, DFT ωB97M-V/def2-TZVPD
C -0.261 -0.299 0.448
C -0.121 1.058 0.603
C -1.554 -0.620 -0.013
C -2.305 0.466 -0.174
C -4.170 -0.251 -0.640
C -5.020 0.832 0.084
N -2.099 -1.869 -0.017
O -5.167 0.472 1.225
O -5.226 1.819 -0.551
S -1.436 1.970 0.049
S -3.679 -1.870 -0.479
H 0.503 -1.111 0.741
H 0.610 1.644 1.028
```


The winner here is <Q>, beating the second structure by 0.0734 hartree.


<P>
This record from the Open Molecules 2025 dataset describes a 2-piece molecular cluster, C5H6O2S overall. The level of theory is ωB97M-V/def2-TZVPD.

Results
- E_HOMO: -9.05 eV
- Gap between HOMO and LUMO: 8.08 eV

```
14
C5H6O2S, DFT ωB97M-V/def2-TZVPD
C -1.547 0.141 0.401
C -1.117 1.597 -0.070
C 0.169 1.692 -0.092
C 0.853 0.472 0.310
C -0.321 -0.552 0.809
H -0.729 -0.998 -1.263
H -2.291 0.269 1.085
H -1.741 2.469 -0.383
H 0.819 2.636 -0.144
H -0.024 -0.584 1.885
H 0.665 -2.367 0.092
O -2.237 -0.594 -0.697
O -0.346 -1.804 -0.021
S 2.234 -0.146 -0.230
```


<Q>
This record from the Open Molecules 2025 dataset describes one molecule with the formula C5H6O2S. The level of theory is ωB97M-V/def2-TZVPD.

Results
- E_HOMO: -8.69 eV
- Gap between HOMO and LUMO: 7.47 eV

```
14
C5H6O2S, DFT ωB97M-V/def2-TZVPD
C 1.086 -1.296 -2.273
C 0.429 -0.874 -1.298
C -0.030 -1.103 0.164
C -0.139 1.402 1.121
C -0.812 -0.058 1.017
O 1.577 -1.420 -3.356
O -0.248 2.068 -1.415
S 0.667 1.252 -0.680
H -0.515 -2.086 0.372
H 0.894 -1.380 0.581
H 0.516 1.399 1.938
H -0.813 2.181 1.179
H -1.707 0.215 0.554
H -0.906 -0.301 2.097
```


The winner here is <Q>, beating the second structure by 0.0527 hartree.


<P>
This record from the Open Molecules 2025 dataset describes a 3-piece molecular cluster, C2H3F3O overall. The level of theory is ωB97M-V/def2-TZVPD.

Results
- E_HOMO (alpha / beta): -9.56 / -10.72 eV
- Gap between HOMO and LUMO (alpha / beta): 8.51 / 9.79 eV

```
9
C2H3F3O, DFT ωB97M-V/def2-TZVPD
C -1.555 1.216 0.552
C 1.247 -0.433 -0.345
O -2.115 0.524 -0.151
F 0.908 0.802 -0.785
F 1.434 -0.337 0.985
F -1.732 -1.222 -0.201
H 0.417 -1.121 -0.544
H -0.795 1.302 1.309
H 2.191 -0.731 -0.820
```


<Q>
This record from the Open Molecules 2025 dataset describes a 2-piece molecular cluster, C2H3F3O overall. The level of theory is ωB97M-V/def2-TZVPD.

Results
- E_HOMO: -9.83 eV
- Gap between HOMO and LUMO: 10.49 eV
- SMILES string: C=C(F)F.OF

```
9
C2H3F3O, DFT ωB97M-V/def2-TZVPD
C 0.795 -0.791 0.167
C 1.474 0.338 0.178
F 2.261 0.807 1.118
F 1.390 1.169 -0.864
H -0.137 -0.924 -0.532
H 0.881 -1.571 0.947
O -1.723 0.248 -0.225
F -2.989 0.162 0.337
H -1.953 0.562 -1.127
```


The winner here is <P>, beating the second structure by 0.0060 hartree.


<P>
This record from the Open Molecules 2025 dataset describes one molecule with the formula C5H6ClN. The level of theory is ωB97M-V/def2-TZVPD.

Results
- E_HOMO: -10.15 eV
- Gap between HOMO and LUMO: 10.76 eV
- SMILES string: C/C=C(/C#N)CCl

```
13
C5H6ClN, DFT ωB97M-V/def2-TZVPD
C 1.906 -0.211 0.425
C 0.696 0.659 0.263
C -0.510 0.552 -0.161
C -1.555 1.498 -0.193
N -2.412 2.242 -0.262
C -1.319 -1.071 -0.602
Cl -1.833 -1.850 0.843
H 2.556 0.109 1.249
H 2.339 -0.129 -0.574
H 1.732 -1.218 0.808
H 1.031 1.677 0.588
H -2.120 -0.673 -1.251
H -0.511 -1.585 -1.131
```


<Q>
This record from the Open Molecules 2025 dataset describes a 2-piece molecular cluster, C5H6ClN overall. The level of theory is ωB97M-V/def2-TZVPD.

Results
- E_HOMO (alpha / beta): -8.16 / -8.18 eV
- Gap between HOMO and LUMO (alpha / beta): 6.93 / 6.72 eV

```
13
C5H6ClN, DFT ωB97M-V/def2-TZVPD
C -3.205 -1.226 0.269
C -2.163 -1.320 0.960
C 0.683 -0.683 0.330
C 1.240 1.161 -1.161
C 1.010 0.798 0.388
N -1.158 -1.199 1.617
Cl 1.819 -1.943 0.541
H -4.084 -1.735 -0.120
H 2.040 0.476 -1.315
H 1.494 2.212 -1.267
H 0.441 1.033 -1.868
H 1.823 1.129 1.035
H 0.060 1.297 0.590
```


The winner here is <P>, beating the second structure by 0.2142 hartree.


<P>
This record from the Open Molecules 2025 dataset describes a 2-piece molecular cluster, C2H8N2O2 overall. The level of theory is ωB97M-V/def2-TZVPD.

Results
- E_HOMO (alpha / beta): -16.01 / -15.54 eV
- Gap between HOMO and LUMO (alpha / beta): 12.30 / 6.29 eV
- ⟨S²⟩: 0.7608
- Spin multiplicity: 2
- Charge: +1

```
14
C2H8N2O2, DFT ωB97M-V/def2-TZVPD
O -1.327 2.198 0.237
C -0.258 1.952 -0.345
N 0.151 0.672 -0.586
C -0.751 -0.474 -0.464
N -1.021 -0.741 0.925
H 0.558 2.628 -0.772
H 1.099 0.404 -0.841
H -1.732 -0.402 -0.992
H -0.238 -1.395 -1.018
H -2.000 -0.453 1.154
H -0.395 -0.425 1.645
H 1.325 -1.578 0.080
H 2.355 -1.126 0.954
O 2.235 -1.261 0.024
```


<Q>
This record from the Open Molecules 2025 dataset describes a 2-piece molecular cluster, C2H8N2O2 overall. The level of theory is ωB97M-V/def2-TZVPD.

Results
- E_HOMO (alpha / beta): -14.92 / -14.88 eV
- Gap between HOMO and LUMO (alpha / beta): 11.01 / 5.26 eV
- ⟨S²⟩: 0.7654
- Spin multiplicity: 2
- Charge: +1

```
14
C2H8N2O2, DFT ωB97M-V/def2-TZVPD
C 0.325 1.982 -0.941
N -0.099 0.615 -0.668
C 0.750 -0.484 -0.481
N 0.064 -1.656 -0.050
O 1.944 -0.388 -0.338
H 1.306 2.173 -0.509
H 0.329 2.186 -2.003
H -0.445 2.574 -0.437
H -1.092 0.441 -0.489
H -0.803 -1.722 -0.584
H 0.623 -2.483 -0.253
H -1.104 -1.522 2.905
H -0.542 -0.888 1.604
O -1.255 -0.828 2.246
```


The winner here is <Q>, beating the second structure by 0.0202 hartree.


<P>
This record from the Open Molecules 2025 dataset describes one molecule with the formula C6H7B. The level of theory is ωB97M-V/def2-TZVPD.

Results
- E_HOMO: -8.18 eV
- Gap between HOMO and LUMO: 8.10 eV

```
14
C6H7B, DFT ωB97M-V/def2-TZVPD
B -3.124 0.993 0.013
C -2.349 -0.232 -0.083
C -1.366 -0.951 -0.035
C 0.630 1.910 -0.177
C -0.092 -1.618 0.064
C 0.999 -0.559 -0.192
C 0.624 0.748 0.445
H 0.895 1.994 -1.218
H 0.362 2.823 0.324
H 0.010 -2.041 1.070
H -0.021 -2.436 -0.660
H 1.948 -0.911 0.223
H 1.130 -0.414 -1.266
H 0.355 0.694 1.492
```


<Q>
This record from the Open Molecules 2025 dataset describes one molecule with the formula C6H7B. The level of theory is ωB97M-V/def2-TZVPD.

Results
- E_HOMO (alpha / beta): -7.11 / -7.31 eV
- Gap between HOMO and LUMO (alpha / beta): 7.16 / 7.21 eV

```
14
C6H7B, DFT ωB97M-V/def2-TZVPD
B -1.867 0.649 -0.125
C -1.682 -0.759 -0.035
C -0.964 -1.761 -0.082
C -0.729 1.728 -0.134
C 0.466 -1.754 0.105
C 1.006 -0.208 -0.173
C 0.348 0.966 0.487
H -0.609 1.923 -1.163
H -0.936 2.633 0.399
H 0.669 -2.185 1.066
H 0.976 -2.188 -0.658
H 2.107 -0.269 0.113
H 0.748 0.058 -1.301
H 0.466 1.167 1.501
```


The winner here is <P>, beating the second structure by 0.0324 hartree.


<P>
This record from the Open Molecules 2025 dataset describes one molecule with the formula C4H10. The level of theory is ωB97M-V/def2-TZVPD.

Results
- E_HOMO: -10.94 eV
- Gap between HOMO and LUMO: 12.19 eV
- SMILES string: CCCC

```
14
C4H10, DFT ωB97M-V/def2-TZVPD
C 1.395 -1.150 0.934
C 0.660 0.134 0.245
C -0.654 -0.132 -0.442
C -1.349 1.165 -0.809
H 1.528 -1.987 0.219
H 0.718 -1.479 1.675
H 2.402 -0.991 1.459
H 0.565 0.935 0.947
H 1.350 0.569 -0.539
H -0.577 -0.922 -1.205
H -1.271 -0.629 0.336
H -0.746 2.026 -1.354
H -2.095 0.950 -1.682
H -1.924 1.511 0.214
```


<Q>
This record from the Open Molecules 2025 dataset describes a 2-piece molecular cluster, C4H10 overall. The level of theory is ωB97M-V/def2-TZVPD.

Results
- E_HOMO: -9.09 eV
- Gap between HOMO and LUMO: 10.27 eV
- SMILES string: C=CC.C

```
14
C4H10, DFT ωB97M-V/def2-TZVPD
C -0.783 -0.159 -1.564
C -0.185 -0.784 -0.553
C 1.294 -0.736 -0.288
H -1.856 -0.226 -1.714
H -0.220 0.504 -2.217
H -0.776 -1.356 0.164
H 1.723 -1.550 -0.874
H 1.568 -0.891 0.763
H 1.748 0.204 -0.619
C -0.493 0.994 1.391
H 0.337 1.696 1.467
H -1.441 1.426 1.694
H -0.277 0.117 2.021
H -0.637 0.761 0.329
```


<R>
This record from the Open Molecules 2025 dataset describes one molecule with the formula C4H10. The level of theory is ωB97M-V/def2-TZVPD.

Results
- E_HOMO: -10.22 eV
- Gap between HOMO and LUMO: 11.41 eV
- SMILES string: CCCC

```
14
C4H10, DFT ωB97M-V/def2-TZVPD
C -0.901 0.501 -1.255
C -0.052 -0.627 -0.796
C 0.472 -0.747 0.573
C 0.512 0.674 1.358
H -0.571 1.500 -1.195
H -1.211 0.339 -2.290
H -1.726 0.435 -0.534
H 0.819 -0.595 -1.559
H -0.362 -1.517 -1.041
H -0.174 -1.544 1.305
H 1.412 -1.150 0.774
H -0.346 1.174 1.279
H 1.163 1.097 0.996
H 0.965 0.459 2.384
```


The winner here is <P>, beating the second structure by 0.0219 hartree.


<P>
This record from the Open Molecules 2025 dataset describes an isolated ion of composition C2H3O2S2 and charge -1. The level of theory is ωB97M-V/def2-TZVPD.

Results
- E_HOMO: -2.80 eV
- Gap between HOMO and LUMO: 5.94 eV
- Charge: -1

```
9
C2H3O2S2, DFT ωB97M-V/def2-TZVPD
C 0.010 0.586 -0.295
C -0.382 -0.913 0.225
O -0.681 -1.449 -2.346
O 0.380 -2.056 0.033
S -0.433 2.564 0.086
S -0.944 -1.985 -1.020
H 0.948 0.616 0.289
H 0.042 0.601 -1.409
H -1.034 -0.890 1.156
```


<Q>
This record from the Open Molecules 2025 dataset describes an isolated ion of composition C2H3O2S2 and charge -1. The level of theory is ωB97M-V/def2-TZVPD.

Results
- E_HOMO: -3.58 eV
- Gap between HOMO and LUMO: 6.96 eV
- Charge: -1

```
9
C2H3O2S2, DFT ωB97M-V/def2-TZVPD
C 0.845 -0.589 -0.770
C -0.267 -0.619 0.248
O 0.386 2.094 0.990
O -2.007 1.591 0.700
S 0.788 -2.187 0.039
S -0.698 1.195 1.351
H 0.535 -0.761 -1.870
H 1.666 0.056 -0.379
H -1.247 -0.780 -0.309
```


The winner here is <Q>, beating the second structure by 0.0576 hartree.